Run A
{"formula": "C4H6NO2", "method": "the ωB97M-V functional and the def2-TZVPD basis", "homo_lumo_gap_ev": [5.76, 6.84], "charge": -1, "elements": ["C", "C", "C", "C", "N", "O", "O", "H", "H", "H", "H", "H", "H"], "coordinates": [[0.74, 0.76, 0.33], [0.31, 1.69, -0.59], [-0.21, -1.42, 0.99], [0.75, -0.74, 0.04], [1.03, 1.00, 1.62], [1.30, 2.22, 1.94], [0.49, -1.03, -1.30], [-0.09, 2.58, -0.15], [0.03, 1.52, -1.55], [-1.31, -1.31, 0.98], [0.08, -1.49, 1.93], [1.78, -1.30, 0.31], [-0.33, -0.58, -1.54]]}

Run B
{"formula": "C4H6NO2", "method": "the ωB97M-V functional and the def2-TZVPD basis", "homo_lumo_gap_ev": 6.74, "smiles": "[O-]/C=C1\\CNOC1", "charge": -1, "elements": ["C", "C", "C", "C", "N", "O", "O", "H", "H", "H", "H", "H", "H"], "coordinates": [[-1.02, -0.24, 0.83], [-0.79, 0.77, -1.55], [-0.43, -0.11, -0.54], [1.01, -0.69, -0.53], [1.46, -0.36, 0.81], [0.23, -0.52, 1.64], [-0.14, 0.90, -2.68], [-1.70, -1.19, 1.14], [-1.53, 0.79, 1.27], [-1.76, 1.21, -1.42], [1.10, -1.72, -0.65], [1.54, 0.07, -1.21], [1.74, 0.67, 1.03]]}

Run C
{"formula": "C4H6NO2", "method": "the ωB97M-V functional and the def2-TZVPD basis", "homo_lumo_gap_ev": [6.38, 6.38], "charge": -1, "elements": ["C", "C", "C", "C", "N", "O", "O", "H", "H", "H", "H", "H", "H"], "coordinates": [[2.21, -0.98, 0.15], [1.79, 0.12, -0.13], [-1.19, -0.41, 0.70], [1.43, 1.40, -0.49], [-0.51, 1.65, -0.27], [-0.69, 2.04, 0.89], [-1.11, 0.28, -0.53], [2.30, -2.01, 0.42], [-0.47, -1.34, 0.75], [-2.17, -0.85, 0.71], [-0.79, 0.18, 1.45], [1.63, 1.73, -1.60], [1.95, 2.29, 0.06]]}

Of them, run C has the lowest stability.

Run A
{"formula": "C2H3N2OP", "method": "the ωB97M-V functional and the def2-TZVPD basis", "homo_lumo_gap_ev": 10.56, "smiles": "Pc1nnco1", "elements": ["C", "C", "N", "N", "O", "P", "H", "H", "H"], "coordinates": [[-0.89, 0.87, 1.32], [0.13, -0.14, -0.26], [-0.59, 1.78, 0.41], [0.13, 1.22, -0.52], [-0.42, -0.34, 0.95], [1.00, -1.63, -0.75], [-1.52, 0.95, 2.18], [1.90, -0.91, -1.52], [0.26, -1.80, -1.81]]}

Run B
{"formula": "C2H3N2OP", "method": "the ωB97M-V functional and the def2-TZVPD basis", "homo_lumo_gap_ev": 10.39, "smiles": "Pc1nnco1", "elements": ["C", "C", "N", "N", "O", "P", "H", "H", "H"], "coordinates": [[1.46, 0.93, -0.12], [-0.31, -0.12, 0.34], [1.81, -0.09, 0.62], [0.66, -0.81, 0.78], [0.13, 0.95, -0.34], [-2.11, -0.47, 0.16], [2.06, 1.66, -0.48], [-1.62, -1.91, 0.26], [-2.07, -0.14, -1.22]]}

Of them, run A has the lowest stability.

Run A
{"formula": "C5H11NO4", "method": "the ωB97M-V functional and the def2-TZVPD basis", "homo_lumo_gap_ev": [6.22, 6.22], "elements": ["C", "C", "C", "C", "O", "O", "H", "H", "H", "H", "H", "H", "H", "H", "C", "N", "O", "O", "H", "H", "H"], "coordinates": [[0.06, -1.08, 0.12], [0.33, -2.08, -0.99], [0.74, -1.36, 1.44], [1.10, 0.47, -0.56], [-1.21, -0.71, 0.25], [2.26, 0.45, -0.22], [-1.49, 0.25, -0.24], [0.75, 0.46, -1.60], [-0.07, -3.06, -0.71], [0.37, -2.29, 1.85], [-0.16, -1.77, -1.92], [1.40, -2.18, -1.17], [0.52, -0.57, 2.15], [1.82, -1.42, 1.31], [-1.27, 1.78, -0.32], [0.19, 1.78, 0.12], [-1.97, 2.32, 0.74], [-1.50, 2.05, -1.50], [-2.84, 2.58, 0.40], [0.34, 1.75, 1.12], [0.63, 2.61, -0.28]]}

Run B
{"formula": "C5H11NO4", "method": "the ωB97M-V functional and the def2-TZVPD basis", "homo_lumo_gap_ev": 9.76, "smiles": "[H]/N=C(/C)C(O)(O)C(C)(O)O", "elements": ["C", "C", "C", "C", "C", "N", "O", "O", "O", "O", "H", "H", "H", "H", "H", "H", "H", "H", "H", "H", "H"], "coordinates": [[1.54, 0.00, 0.35], [2.56, -1.05, -0.06], [-2.34, -0.04, -0.50], [0.27, 0.27, -0.56], [-1.03, 0.02, 0.37], [1.85, 0.77, 1.28], [0.20, 1.66, -0.89], [0.09, -0.53, -1.64], [-0.96, -1.21, 0.97], [-1.20, 1.01, 1.29], [2.90, -1.77, 0.75], [3.45, -0.40, -0.16], [2.28, -1.70, -0.91], [-3.17, 0.21, 0.16], [-2.41, -1.12, -0.91], [-2.44, 0.73, -1.32], [1.18, 1.57, 1.52], [-0.55, 2.05, -0.42], [0.37, 0.14, -2.38], [-1.97, -1.37, 1.01], [-0.63, 0.77, 2.05]]}

Of them, run A has the lowest stability.

Run A
{"formula": "C10H16O", "method": "the ωB97M-V functional and the def2-TZVPD basis", "homo_lumo_gap_ev": [10.06, 6.70], "spin_multiplicity": 2, "charge": 1, "s2": 0.766, "elements": ["C", "C", "C", "C", "C", "C", "C", "C", "O", "H", "H", "H", "H", "H", "H", "H", "H", "H", "H", "C", "C", "H", "H", "H", "H", "H", "H"], "coordinates": [[0.73, -0.15, 1.38], [0.83, -1.67, 1.18], [-0.68, 0.35, 1.27], [-1.01, 1.25, 0.25], [-1.56, 0.07, 2.37], [-2.29, 1.70, 0.14], [-2.84, 0.54, 2.28], [-3.19, 1.41, 1.24], [-4.44, 1.87, 1.27], [1.00, 0.13, 2.41], [1.45, 0.26, 0.62], [1.90, -1.90, 1.15], [-0.41, 1.35, -0.64], [-1.23, -0.45, 3.25], [-2.71, 2.17, -0.76], [-3.56, 0.14, 2.97], [-4.78, 2.38, 0.52], [0.24, -1.92, 0.28], [0.34, -2.20, 1.98], [3.12, -0.23, -2.31], [2.46, -1.06, -3.48], [4.13, -0.59, -2.15], [3.07, 0.83, -2.51], [2.58, -0.53, -1.41], [3.19, -1.27, -4.28], [2.03, -1.94, -3.04], [1.61, -0.57, -3.98]]}

Run B
{"formula": "C10H16O", "method": "the ωB97M-V functional and the def2-TZVPD basis", "homo_lumo_gap_ev": [9.85, 6.39], "spin_multiplicity": 2, "charge": 1, "s2": 0.768, "elements": ["C", "C", "C", "C", "C", "C", "C", "C", "O", "H", "H", "H", "H", "H", "H", "H", "H", "H", "H", "C", "C", "H", "H", "H", "H", "H", "H"], "coordinates": [[-1.91, 0.66, -1.48], [-2.35, 0.05, -2.78], [-0.97, -0.29, -0.80], [-1.29, -0.94, 0.41], [0.39, -0.47, -1.15], [-0.53, -1.73, 1.26], [1.26, -1.25, -0.41], [0.80, -1.98, 0.79], [1.74, -2.50, 1.61], [-1.43, 1.62, -1.65], [-2.67, 0.71, -0.77], [-1.87, 0.63, -3.61], [-2.38, -0.81, 0.68], [0.72, 0.18, -2.00], [-0.92, -2.39, 1.98], [2.25, -1.61, -0.70], [1.73, -1.89, 2.46], [-3.54, 0.13, -2.92], [-2.29, -0.95, -2.94], [1.72, 3.19, 0.54], [0.97, 3.51, 1.90], [2.24, 3.94, 0.04], [2.39, 2.38, 0.72], [1.13, 2.80, -0.29], [0.82, 4.55, 2.14], [1.53, 3.04, 2.71], [-0.12, 3.15, 1.68]]}

Of them, run B has the lowest stability.

Run A
{"formula": "C34H92N4O10", "method": "the ωB97M-V functional and the def2-TZVPD basis", "homo_lumo_gap_ev": 8.90, "smiles": "COC[C@H](C)N.COC[C@H](C)N.COC[C@H](C)N.COC[C@H](C)N.CC(C)O.CC(C)O.CC(C)O.CC(C)O.CC(C)O.CC(C)O", "elements": ["C", "C", "C", "O", "C", "N", "H", "H", "H", "H", "H", "H", "H", "H", "H", "H", "H", "C", "C", "C", "O", "C", "N", "H", "H", "H", "H", "H", "H", "H", "H", "H", "H", "H", "C", "C", "C", "O", "C", "N", "H", "H", "H", "H", "H", "H", "H", "H", "H", "H", "H", "C", "C", "C", "O", "C", "N", "H", "H", "H", "H", "H", "H", "H", "H", "H", "H", "H", "C", "C", "C", "O", "H", "H", "H", "H", "H", "H", "H", "H", "C", "C", "C", "O", "H", "H", "H", "H", "H", "H", "H", "H", "C", "C", "C", "O", "H", "H", "H", "H", "H", "H", "H", "H", "C", "C", "C", "O", "H", "H", "H", "H", "H", "H", "H", "H", "C", "C", "C", "O", "H", "H", "H", "H", "H", "H", "H", "H", "C", "C", "C", "O", "H", "H", "H", "H", "H", "H", "H", "H"], "coordinates": [[1.19, 4.78, -4.96], [1.74, 4.25, -3.63], [0.59, 3.84, -2.74], [0.04, 2.68, -3.30], [-1.28, 2.40, -2.89], [2.66, 3.14, -3.82], [2.05, 5.09, -5.61], [0.46, 5.62, -4.88], [0.61, 4.02, -5.53], [2.32, 5.11, -3.19], [-0.11, 4.63, -2.55], [0.96, 3.52, -1.74], [-1.91, 3.38, -2.90], [-1.30, 1.90, -1.92], [-1.76, 1.73, -3.62], [3.47, 3.47, -4.36], [2.28, 2.36, -4.30], [-1.26, -1.13, 3.03], [-2.59, -0.58, 3.40], [-2.68, -0.07, 4.84], [-2.67, -1.01, 5.90], [-3.83, -1.81, 6.01], [-2.94, 0.57, 2.56], [-0.44, -0.42, 3.15], [-1.27, -1.56, 2.04], [-1.09, -2.00, 3.71], [-3.31, -1.33, 3.22], [-3.59, 0.57, 5.00], [-1.91, 0.67, 4.98], [-3.92, -2.61, 5.30], [-4.69, -1.17, 5.94], [-3.73, -2.34, 6.94], [-2.62, 0.35, 1.58], [-3.93, 0.66, 2.43], [-4.60, 3.35, -0.98], [-4.48, 1.97, -1.85], [-4.16, 1.00, -0.80], [-3.94, -0.34, -1.22], [-5.13, -1.07, -1.27], [-5.78, 1.78, -2.54], [-3.60, 3.66, -0.80], [-5.17, 3.30, -0.07], [-5.10, 4.04, -1.68], [-3.74, 2.06, -2.64], [-4.95, 1.03, -0.04], [-3.33, 1.32, -0.22], [-5.66, -1.12, -0.30], [-4.89, -2.14, -1.44], [-5.81, -0.73, -2.04], [-6.59, 2.27, -2.15], [-5.74, 1.90, -3.56], [3.07, 2.55, 0.77], [3.96, 3.78, 0.45], [5.28, 3.23, -0.07], [6.20, 4.18, -0.54], [6.55, 5.12, 0.43], [3.34, 4.72, -0.38], [2.82, 1.93, -0.08], [2.13, 2.82, 1.22], [3.49, 1.90, 1.55], [4.14, 4.33, 1.42], [5.08, 2.54, -0.89], [5.60, 2.64, 0.81], [5.66, 5.70, 0.82], [7.26, 5.81, 0.16], [6.95, 4.56, 1.34], [3.34, 4.48, -1.37], [3.66, 5.66, -0.30], [2.29, -2.16, 2.53], [3.34, -1.02, 2.85], [3.79, -1.02, 4.26], [4.37, -1.01, 1.79], [1.39, -2.01, 3.10], [2.65, -3.13, 2.82], [1.98, -2.03, 1.47], [2.80, -0.12, 2.63], [2.94, -0.70, 4.97], [4.56, -0.24, 4.36], [4.15, -1.96, 4.59], [5.19, -1.34, 2.21], [-3.51, -1.02, -6.96], [-2.53, -1.26, -5.74], [-1.21, -0.61, -6.11], [-2.93, -0.66, -4.49], [-4.55, -1.13, -6.63], [-3.26, -1.65, -7.83], [-3.42, 0.06, -7.26], [-2.55, -2.33, -5.61], [-0.87, -0.96, -7.08], [-0.55, -0.73, -5.27], [-1.43, 0.48, -6.21], [-3.61, -1.26, -4.03], [-0.09, -4.96, 2.71], [0.69, -5.76, 3.75], [-0.19, -6.85, 4.39], [1.82, -6.37, 3.11], [-0.56, -5.59, 1.95], [0.54, -4.22, 2.11], [-0.85, -4.43, 3.30], [1.08, -5.11, 4.52], [0.53, -7.47, 4.93], [-0.61, -7.56, 3.73], [-0.86, -6.43, 5.14], [1.83, -6.02, 2.20], [-0.89, 3.57, 0.80], [-0.50, 3.54, 2.28], [-1.58, 4.12, 3.19], [-0.22, 2.23, 2.76], [-0.04, 3.51, 0.08], [-1.51, 4.42, 0.47], [-1.55, 2.68, 0.62], [0.47, 4.05, 2.41], [-1.75, 5.18, 3.07], [-1.38, 3.94, 4.25], [-2.44, 3.64, 2.83], [-1.07, 1.75, 2.81], [-0.40, -1.62, -2.21], [-0.13, -0.93, -0.81], [1.16, -0.11, -0.78], [-1.18, 0.04, -0.52], [-1.42, -2.09, -2.29], [0.24, -2.45, -2.33], [-0.44, -0.95, -3.03], [-0.22, -1.78, -0.09], [1.25, 0.60, 0.04], [1.09, 0.50, -1.70], [2.00, -0.80, -0.71], [-1.97, -0.49, -0.62], [2.25, -6.64, -1.16], [3.18, -6.07, -0.07], [4.38, -5.51, -0.69], [2.36, -4.99, 0.47], [2.83, -7.25, -1.87], [1.77, -5.76, -1.71], [1.44, -7.19, -0.74], [3.52, -6.84, 0.69], [4.15, -4.99, -1.60], [4.98, -6.33, -1.00], [5.03, -4.89, -0.03], [2.83, -4.44, 1.15]]}

Run B
{"formula": "C34H92N4O10", "method": "the ωB97M-V functional and the def2-TZVPD basis", "homo_lumo_gap_ev": 9.37, "smiles": "COC[C@H](C)N.COC[C@H](C)N.COC[C@H](C)N.COC[C@H](C)N.CC(C)O.CC(C)O.CC(C)O.CC(C)O.CC(C)O.CC(C)O", "elements": ["C", "C", "C", "O", "H", "H", "H", "H", "H", "H", "H", "H", "C", "C", "C", "O", "H", "H", "H", "H", "H", "H", "H", "H", "C", "C", "C", "O", "H", "H", "H", "H", "H", "H", "H", "H", "C", "C", "C", "O", "H", "H", "H", "H", "H", "H", "H", "H", "C", "C", "C", "O", "H", "H", "H", "H", "H", "H", "H", "H", "C", "C", "C", "O", "H", "H", "H", "H", "H", "H", "H", "H", "C", "C", "C", "O", "C", "N", "H", "H", "H", "H", "H", "H", "H", "H", "H", "H", "H", "C", "C", "C", "O", "C", "N", "H", "H", "H", "H", "H", "H", "H", "H", "H", "H", "H", "C", "C", "C", "O", "C", "N", "H", "H", "H", "H", "H", "H", "H", "H", "H", "H", "H", "C", "C", "C", "O", "C", "N", "H", "H", "H", "H", "H", "H", "H", "H", "H", "H", "H"], "coordinates": [[-25.43, -7.34, 3.59], [-26.81, -7.84, 3.98], [-27.09, -9.23, 3.54], [-26.80, -7.91, 5.40], [-25.27, -7.22, 2.52], [-24.55, -7.89, 3.94], [-25.27, -6.40, 4.10], [-27.55, -7.11, 3.64], [-28.12, -9.43, 3.83], [-26.45, -9.90, 4.12], [-26.96, -9.37, 2.47], [-26.01, -8.38, 5.68], [-18.63, -11.13, 4.36], [-19.77, -10.19, 4.77], [-20.38, -10.57, 6.05], [-19.20, -8.91, 4.91], [-19.07, -12.07, 4.04], [-18.12, -11.30, 5.31], [-17.95, -10.84, 3.56], [-20.54, -10.07, 4.01], [-21.21, -9.90, 6.25], [-19.67, -10.62, 6.88], [-20.83, -11.57, 6.05], [-18.92, -8.60, 4.05], [-29.71, -11.11, 1.45], [-29.30, -9.96, 0.52], [-29.69, -8.61, 1.14], [-27.95, -9.95, 0.25], [-29.04, -11.20, 2.30], [-29.49, -12.09, 1.02], [-30.78, -11.08, 1.67], [-29.76, -10.11, -0.46], [-30.77, -8.58, 1.33], [-29.40, -7.74, 0.55], [-29.33, -8.46, 2.16], [-27.83, -9.23, -0.38], [-22.64, -13.74, 4.27], [-22.34, -14.13, 2.78], [-23.56, -14.69, 1.98], [-21.83, -13.01, 2.14], [-23.13, -14.56, 4.79], [-23.35, -12.93, 4.15], [-21.76, -13.39, 4.82], [-21.63, -14.94, 2.95], [-23.18, -15.03, 1.02], [-24.39, -13.99, 1.95], [-23.93, -15.57, 2.50], [-22.49, -12.36, 1.92], [-20.33, -10.12, -2.15], [-20.44, -11.57, -2.68], [-21.43, -12.41, -1.88], [-20.88, -11.52, -4.02], [-19.66, -9.53, -2.78], [-20.02, -10.00, -1.12], [-21.28, -9.58, -2.23], [-19.52, -12.14, -2.59], [-21.62, -13.41, -2.26], [-22.40, -11.92, -2.05], [-21.07, -12.54, -0.87], [-20.47, -10.79, -4.49], [-22.81, -9.61, 2.02], [-24.01, -9.94, 1.01], [-24.10, -9.05, -0.28], [-23.80, -11.25, 0.64], [-21.91, -9.79, 1.43], [-22.83, -10.32, 2.84], [-22.87, -8.57, 2.34], [-24.98, -9.90, 1.49], [-24.06, -8.03, 0.09], [-25.09, -9.11, -0.74], [-23.30, -9.25, -0.99], [-24.63, -11.66, 0.37], [-23.66, -7.05, -3.86], [-23.11, -5.69, -3.47], [-21.83, -5.81, -2.60], [-22.27, -6.21, -1.29], [-21.21, -6.32, -0.34], [-22.86, -5.00, -4.73], [-23.83, -7.72, -3.01], [-23.00, -7.59, -4.53], [-24.67, -7.06, -4.28], [-23.82, -5.12, -2.88], [-21.19, -4.93, -2.58], [-21.23, -6.62, -3.02], [-20.57, -5.45, -0.25], [-20.55, -7.11, -0.73], [-21.55, -6.57, 0.66], [-23.66, -5.24, -5.30], [-22.04, -5.41, -5.15], [-25.28, -13.94, -1.27], [-26.25, -12.74, -1.26], [-27.68, -13.12, -1.75], [-28.29, -14.26, -1.06], [-29.61, -14.57, -1.39], [-26.35, -12.26, 0.07], [-24.42, -13.79, -0.61], [-24.78, -13.95, -2.24], [-25.81, -14.88, -1.20], [-25.81, -11.97, -1.88], [-27.66, -13.25, -2.84], [-28.38, -12.30, -1.69], [-29.98, -15.38, -0.76], [-29.68, -14.84, -2.44], [-30.33, -13.76, -1.27], [-26.97, -12.95, 0.46], [-26.95, -11.45, -0.02], [-27.64, -10.03, -4.02], [-28.45, -8.82, -3.71], [-27.68, -7.58, -3.15], [-27.24, -7.98, -1.79], [-26.81, -6.87, -1.02], [-29.22, -8.50, -4.88], [-27.29, -10.49, -3.09], [-26.76, -9.77, -4.61], [-28.26, -10.79, -4.48], [-29.14, -9.15, -2.94], [-28.17, -6.60, -3.13], [-26.83, -7.42, -3.81], [-25.96, -6.36, -1.47], [-26.42, -7.26, -0.08], [-27.62, -6.19, -0.76], [-28.53, -8.19, -5.54], [-29.81, -7.69, -4.71], [-16.68, -6.50, 4.37], [-15.97, -7.67, 3.77], [-16.58, -8.19, 2.47], [-17.98, -8.44, 2.61], [-18.65, -8.66, 1.37], [-14.61, -7.21, 3.53], [-17.63, -6.89, 4.72], [-17.08, -5.70, 3.75], [-16.09, -6.06, 5.18], [-16.07, -8.45, 4.53], [-16.00, -9.09, 2.23], [-16.47, -7.52, 1.62], [-18.22, -9.51, 0.85], [-18.59, -7.78, 0.73], [-19.71, -8.85, 1.51], [-14.13, -7.02, 4.40], [-14.43, -6.37, 2.99]]}

Of them, run A has the lowest stability.

Run A
{"formula": "C3H8NO", "method": "the ωB97M-V functional and the def2-TZVPD basis", "homo_lumo_gap_ev": [11.08, 8.39], "spin_multiplicity": 2, "s2": 0.754, "elements": ["C", "C", "C", "O", "N", "H", "H", "H", "H", "H", "H", "H", "H"], "coordinates": [[0.08, 0.26, -0.94], [0.29, -0.31, 0.50], [-0.98, -0.47, 1.34], [-0.83, -1.11, 2.53], [1.52, 0.65, -1.41], [-0.26, -0.61, -1.49], [-0.76, 0.97, -0.83], [1.13, 0.15, 1.03], [0.67, -1.30, 0.28], [-1.46, 0.50, 1.55], [-1.62, -1.01, 0.58], [1.36, 0.93, -2.38], [0.87, 1.34, -0.77]]}

Run B
{"formula": "C3H8NO", "method": "the ωB97M-V functional and the def2-TZVPD basis", "homo_lumo_gap_ev": [9.00, 6.22], "spin_multiplicity": 2, "s2": 0.778, "elements": ["C", "O", "H", "H", "H", "C", "C", "N", "H", "H", "H", "H", "H"], "coordinates": [[0.87, -0.70, -2.21], [0.95, -0.96, -0.85], [1.71, -1.24, -2.69], [-0.04, -1.17, -2.70], [0.89, 0.40, -2.44], [-0.05, 0.31, 2.49], [-0.86, 0.78, 1.46], [-0.82, 0.48, 0.18], [0.74, -0.41, 2.28], [-0.21, 0.54, 3.53], [-1.59, 1.56, 1.67], [-1.60, 0.83, -0.36], [0.03, -0.42, -0.35]]}

Of them, run A has the lowest stability.